1.
Below is an isolated ion of composition C10H17BBrNO3PS and charge +1, with properties calculated with ωB97M-V with the def2-TZVPD basis set.

The geometry in XYZ format:
```
35
C10H17BBrNO3PS (ωB97M-V with the def2-TZVPD basis set)
C 1.7368 1.2423 1.3859
C 2.8111 0.5739 0.5104
C 3.0860 -0.8869 0.8457
C 2.1177 -1.9250 0.2267
C 0.7388 -1.4120 -0.0303
C 0.4446 -0.7711 -1.2350
C -0.8073 -0.2293 -1.4820
P -1.1738 0.5912 -3.1148
O -1.2948 2.1402 -2.6448
Br 0.8209 0.5695 -4.1098
C -1.8091 -0.3629 -0.4958
B -3.2823 0.2531 -0.7421
O -4.3092 -0.5121 -1.1605
O -3.4938 1.5731 -0.5238
C -2.7638 2.2371 0.5015
C -1.4769 -1.0269 0.6655
N -0.2359 -1.5303 0.8947
S 0.0315 -2.2505 2.4514
H 1.1440 1.9163 0.7739
H 2.1678 1.8132 2.1973
H 1.0571 0.5115 1.8156
H 3.7387 1.1107 0.6844
H 2.5996 0.7231 -0.5429
H 3.1688 -1.0214 1.9181
H 4.0660 -1.1251 0.4444
H 2.5071 -2.2751 -0.7214
H 2.0748 -2.7944 0.8716
H 1.2208 -0.6900 -1.9743
H -0.8521 2.2827 -1.7991
H -4.0130 -1.3655 -1.4915
H -1.7442 2.4775 0.2025
H -3.2626 3.1792 0.6888
H -2.7543 1.6863 1.4366
H -2.1984 -1.1560 1.4530
H -0.0607 -3.5462 2.1004
```

The total charge is +1. The max |F| is 0.9 eV Å⁻¹. As for the spin multiplicity: 1. Its total energy is -109117.7783 eV. The HOMO energy comes out at -12.813 eV. Its lowest unoccupied orbital energy is -4.8 eV.

These are the natural (NBO) partial charges, in e, on atoms 1 to 8:
1 C -0.608
2 C -0.417
3 C -0.387
4 C -0.470
5 C 0.333
6 C -0.247
7 C -0.249
8 P 1.095

2.
Below is a 2-piece molecular cluster, C10H17BIN3O4 overall in a non-equilibrium geometry, with properties calculated with ωB97M-V with the def2-TZVPD basis set.

The geometry in XYZ format:
```
36
C10H17BIN3O4 (ωB97M-V with the def2-TZVPD basis set)
C -2.7821 0.0732 -1.2491
C -1.3295 0.1339 -0.7269
C -1.1333 1.1071 0.4520
I 0.4578 0.3198 1.6804
C -0.8533 2.5811 0.0645
C -1.9221 3.0535 -0.8327
N -2.8453 3.3377 -1.4575
C 0.5195 2.8201 -0.6405
C 0.5138 2.5343 -2.0819
N 0.4651 2.0600 -3.1288
B -0.9057 3.6243 1.3051
N -1.0635 5.0343 0.9800
O -0.7999 3.2116 2.6172
H -3.0913 -0.9505 -1.4390
H -3.4612 0.5703 -0.5578
H -2.8593 0.6228 -2.1862
H -0.6271 0.3338 -1.5324
H -1.0756 -0.8594 -0.3575
H -2.0507 1.0926 1.0372
H 0.7653 3.8805 -0.5358
H 1.3251 2.2632 -0.1677
H -0.7201 5.5714 1.7724
H -2.0456 5.2875 0.8940
H 0.0694 2.8763 2.8667
C 1.6160 -5.7449 1.9325
O 1.3297 -4.4936 1.3023
C 2.1191 -4.2107 0.2657
O 3.0107 -4.9020 -0.1510
O 1.7493 -3.0295 -0.2267
C 2.5151 -2.5915 -1.3527
H 0.9052 -5.8408 2.7478
H 1.4844 -6.5666 1.2312
H 2.6306 -5.7532 2.3260
H 2.4182 -3.2927 -2.1791
H 3.5632 -2.4770 -1.0827
H 2.1029 -1.6281 -1.6396
```

The max |F| is 1.1 eV Å⁻¹. As for the spin multiplicity: 1. Its total energy is -32084.2945 eV. The HOMO energy comes out at -9.908 eV. Its lowest unoccupied orbital energy is 0.0 eV.

These are the natural (NBO) partial charges, in e, on atoms 1 to 8:
1 C -0.614
2 C -0.461
3 C -0.235
4 I 0.088
5 C -0.538
6 C 0.300
7 N -0.303
8 C -0.510

3.
Below is a 2-piece molecular cluster, C10H17BrF3N4O5P overall in a non-equilibrium geometry, with properties calculated with ωB97M-V with the def2-TZVPD basis set.

The geometry in XYZ format:
```
41
C10H17BrF3N4O5P (ωB97M-V with the def2-TZVPD basis set)
O 1.9960 1.7747 3.2937
C 0.8217 2.1205 3.5055
O 0.2421 2.0025 4.6317
C 0.0286 2.6889 2.2824
N -0.2851 4.0547 2.1636
C -0.9294 4.0542 0.9199
N -1.3933 5.2020 0.3685
P -2.1753 5.3527 -1.2049
O -0.9134 4.9585 -2.2770
Br -3.7881 3.7450 -1.3874
N -1.0139 2.8002 0.3751
N -0.4172 1.9303 1.2269
C -0.1982 0.4732 1.1535
C -0.3212 -0.1441 -0.2973
O 0.9339 -0.6707 -0.7537
C 1.6594 0.2901 -1.5193
C 1.1444 0.3290 -3.0235
F 2.2135 0.4754 -3.8643
F 0.3133 1.4265 -3.2304
F 0.4082 -0.8017 -3.2960
H -1.2520 6.0658 0.8968
H -0.1488 5.5087 -2.0012
H -1.4143 2.5075 -0.5138
H 0.8622 0.2897 1.4968
H -0.8453 -0.1163 1.8648
H -1.1123 -0.9458 -0.2582
H -0.6814 0.6046 -1.0553
H 1.5848 1.2892 -1.0148
H 2.7308 -0.0447 -1.5534
C 1.4413 -4.9781 0.4550
C 0.0093 -4.5681 0.7601
C -0.9755 -5.2640 -0.1666
O -0.1208 -3.1540 0.6178
H 1.7156 -4.7016 -0.5677
H 2.1373 -4.4631 1.1204
H 1.5773 -6.0553 0.5731
H -0.2289 -4.8113 1.7979
H -0.7827 -4.9972 -1.2104
H -1.9983 -4.9520 0.0568
H -0.9120 -6.3497 -0.0672
H 0.0878 -2.9261 -0.2978
```

The max |F| is 4.9 eV Å⁻¹. As for the spin multiplicity: 1. Its total energy is -114326.1412 eV. The HOMO energy comes out at -8.238 eV. Its lowest unoccupied orbital energy is -0.9 eV.

These are the natural (NBO) partial charges, in e, on atoms 1 to 8:
1 O -0.690
2 C 0.688
3 O -0.681
4 C 0.383
5 N -0.443
6 C 0.545
7 N -0.930
8 P 1.182

4.
Below is a 5-piece molecular cluster, C10H17Cl6NO6 overall in a non-equilibrium geometry, with properties calculated with ωB97M-V with the def2-TZVPD basis set.

The geometry in XYZ format:
```
40
C10H17Cl6NO6 (ωB97M-V with the def2-TZVPD basis set)
C -3.8122 1.6049 3.7579
C -3.5878 2.1480 5.1638
N -3.4019 2.5671 6.1982
H -3.3289 2.2986 3.0699
H -4.8554 1.6514 3.4455
H -3.3567 0.6157 3.7111
C -0.8348 1.7163 1.3295
O -0.1887 0.6322 1.8881
C -0.0452 -0.4880 1.0926
O -0.4113 -0.6656 -0.0693
O 0.5504 -1.3822 1.8423
C 0.7680 -2.7032 1.3896
H -0.1879 2.2642 0.6443
H -1.1515 2.3960 2.1206
H -1.6303 1.3311 0.6916
H 1.1904 -3.2794 2.2127
H 1.4132 -2.8405 0.5218
H -0.2171 -3.1428 1.2334
C 1.2899 0.3238 -7.0324
O 1.7951 0.7403 -5.7736
C 1.9881 -0.1571 -4.8178
O 2.2111 -1.3650 -5.0628
O 1.6083 0.4318 -3.6209
C 1.6376 -0.3829 -2.4784
H 0.2059 0.2128 -7.0032
H 1.6611 -0.6367 -7.3900
H 1.4925 1.0975 -7.7729
H 0.7636 -1.0342 -2.4768
H 1.5337 0.2795 -1.6190
H 2.5917 -0.9098 -2.4903
C -1.8826 2.8723 -2.7242
Cl -3.2035 2.3463 -1.7334
Cl -2.1733 2.4255 -4.4069
Cl -0.2851 2.4830 -2.0705
H -1.9717 3.9480 -2.5726
C 2.7608 -3.3311 6.1452
Cl 2.8221 -3.3816 4.3493
Cl 4.3280 -3.6053 6.9872
Cl 1.6223 -4.6601 6.8014
H 2.2920 -2.4208 6.5190
```

The total charge is +1. The max |F| is 5.6 eV Å⁻¹. The expectation value of S² is 0.757. As for the spin multiplicity: 2. Its total energy is -99542.7495 eV. The HOMO energy (spin up / spin down) comes out at -12.540 / -12.540 eV. Its lowest unoccupied orbital energy (spin up / spin down) is -4.7 / -10.4 eV.

These are the natural (NBO) partial charges, in e, on atoms 1 to 8:
1 C -0.703
2 C 0.277
3 N -0.319
4 H 0.238
5 H 0.256
6 H 0.251
7 C -0.260
8 O -0.488

5.
Below is C10H17FI2O4 as an isolated structure in a non-equilibrium geometry, with properties calculated with ωB97M-V with the def2-TZVPD basis set.

The geometry in XYZ format:
```
34
C10H17FI2O4 (ωB97M-V with the def2-TZVPD basis set)
C -0.9665 -2.5966 -2.5243
C -0.3749 -2.0529 -1.2148
F 0.9893 -2.2923 -1.2222
C -0.6592 -0.5641 -1.0833
C 0.0438 0.1903 0.0567
C -0.1917 1.7195 -0.2086
I -0.5996 2.8592 1.5808
C 0.9948 2.3424 -0.9767
C 1.3254 1.6419 -2.2808
I 0.5125 4.3933 -1.5383
C -0.4823 -0.3503 1.4060
C 0.7509 -0.7364 2.1901
O 1.0157 -2.1082 1.9561
C 1.8137 0.0802 1.4327
O 2.7643 0.7231 1.8249
O 1.4564 -0.0348 0.1027
H -0.1616 -2.6861 -3.2483
H -1.3968 -3.5805 -2.3718
H -1.7099 -1.9175 -2.9302
H -0.8156 -2.6133 -0.3932
H -1.7260 -0.4519 -0.8938
H -0.4678 -0.1033 -2.0482
H -1.0704 1.8291 -0.8359
H 1.8507 2.4226 -0.3196
H 1.6914 0.6372 -2.0882
H 2.1420 2.1749 -2.7601
H 0.4813 1.6102 -2.9607
H -1.1043 -1.2415 1.3460
H -1.0661 0.3346 2.0066
H 0.7653 -0.4791 3.2446
H 1.9339 -2.2911 2.1546
O -2.3876 0.8373 3.9296
H -3.3313 0.8350 4.1133
H -2.0200 1.4690 4.5543
```

The max |F| is 2.0 eV Å⁻¹. As for the spin multiplicity: 1. Its total energy is -37754.2334 eV. The HOMO energy comes out at -8.766 eV. Its lowest unoccupied orbital energy is 0.1 eV.

These are the natural (NBO) partial charges, in e, on atoms 1 to 8:
1 C -0.642
2 C 0.211
3 F -0.361
4 C -0.447
5 C 0.249
6 C -0.344
7 I 0.112
8 C -0.290

6.
Below is an isolated ion of composition C10H17N2 and charge +1 in a non-equilibrium geometry, with properties calculated with ωB97M-V with the def2-TZVPD basis set.

The geometry in XYZ format:
```
29
C10H17N2 (ωB97M-V with the def2-TZVPD basis set)
C -2.5965 -0.7744 -1.5003
C -2.5559 0.2823 -0.7119
C 1.1072 0.3435 0.9098
C -1.5678 -1.4436 0.5064
C -0.1669 -0.8314 -1.3373
C -1.4788 -1.6527 -0.9868
C -1.5352 0.0894 0.3952
C -0.2138 0.2863 -0.3118
C -0.0526 1.7279 -0.8322
C 3.6041 0.2540 1.0388
N 2.2886 0.0333 0.4309
N 0.6295 0.8218 2.0446
H -3.1694 -1.0372 -2.4097
H -3.1559 1.1088 -0.8630
H -2.4377 -1.8022 0.8575
H -0.7781 -1.7610 1.2732
H 0.6100 -1.5322 -1.4129
H -0.1134 -0.5215 -2.3176
H -1.5775 -2.7796 -1.3286
H -1.8104 0.5947 1.2608
H -1.0826 2.1966 -1.0265
H 0.4715 1.8662 -1.8361
H 0.4841 2.4309 -0.1790
H 4.0627 -0.7534 0.9057
H 4.1930 1.1763 0.7190
H 3.4305 0.2642 2.1331
H 2.5094 -0.2544 -0.4948
H -0.3424 0.8807 2.2354
H 1.2444 0.7868 2.8382
```

The total charge is +1. The max |F| is 6.0 eV Å⁻¹. As for the spin multiplicity: 1. Its total energy is -13617.0846 eV. The HOMO energy comes out at -12.608 eV. Its lowest unoccupied orbital energy is -2.8 eV.

These are the natural (NBO) partial charges, in e, on atoms 1 to 8:
1 C -0.168
2 C -0.197
3 C 0.596
4 C -0.375
5 C -0.453
6 C -0.247
7 C -0.307
8 C 0.039

> Look up the total energy of the first one.

-109117.7783 eV